C13H20OS2 in the gas phase, computed with wB97M-V/def2-TZVPD.

Calculated values
- highest occupied orbital energy (hartree) = -0.316
- E_tot (hartree) = -1378.890266
- strongest force on any atom (eV/Å) = 3.4
- 2S+1 = 1
- structure (SMILES) = C[C@@H]1C(=O)[C@H](C2SCCS2)[C@@H]2C[C@H]1C2(C)C

CARTESIAN COORDINATES (ANGSTROEM)
O -1.6347 2.1942 0.6552
S -1.6800 -2.5723 1.4186
S -0.3368 -0.3939 2.8588
C -0.8816 1.4574 0.0536
C 0.7841 3.2960 0.1950
C -0.3960 0.0802 -2.9764
C 1.6801 -1.2042 -2.6542
C -1.3765 -2.8771 3.1554
C -1.2783 -1.5040 3.9020
C -1.3988 -0.7146 1.4292
C 1.6315 0.2529 -0.0710
C 0.1926 2.1990 -0.7501
C -0.8825 -0.1718 0.0795
C 1.2569 1.1264 -1.3005
C 0.4578 -0.7201 -0.4625
C 0.7054 -0.2089 -1.9358
H 1.0686 2.9773 1.1574
H 1.6713 3.7864 -0.2350
H 0.0804 4.1845 0.3593
H -1.0048 -0.7999 -3.2199
H 0.0944 0.4361 -3.8903
H -1.2093 0.8437 -2.7200
H 1.4285 -1.1354 -3.7429
H 2.6401 -0.8813 -2.5004
H 1.4059 -2.1807 -2.2479
H -2.1569 -3.4961 3.5580
H -0.5271 -3.4844 3.0661
H -0.7335 -1.6401 4.8337
H -2.2235 -1.0320 4.1536
H -2.3853 -0.1345 1.4829
H 2.5511 -0.2643 -0.1759
H 1.6549 0.7068 0.9488
H -0.2337 2.7118 -1.6665
H -1.6568 -0.6232 -0.6184
H 2.0190 1.6443 -1.8788
H 0.6736 -1.8583 -0.2604

Cartesian forces, eV/Å:
O -0.4 -1.7 0.2
S -0.6 1.3 -1.2
S 0.0 0.2 -0.3
C -0.4 0.3 -0.4
C -0.6 1.9 -1.7
C -1.8 0.5 0.6
C -3.3 0.9 -0.6
C -1.2 1.4 0.1
C 0.8 -1.1 -0.1
C -1.0 0.8 -0.2
C -0.6 0.2 0.7
C 0.9 -1.0 -1.4
C -0.3 -0.6 -0.6
C 0.2 0.0 1.2
C 0.7 -0.1 0.4
C -1.3 0.7 -0.5
H 0.2 -0.8 1.1
H -0.1 -0.4 -0.2
H 0.6 -1.6 -0.3
H 0.4 -0.2 -0.1
H -0.2 0.0 0.2
H 1.3 -0.7 0.0
H 0.6 -0.4 0.9
H 2.7 0.1 0.4
H 0.6 -0.1 -0.4
H -0.6 -0.1 0.2
H 1.7 -0.4 1.0
H 0.1 0.1 0.1
H -0.3 -0.4 -0.2
H 1.1 -1.1 0.7
H 1.0 -0.4 -0.3
H -0.3 -0.2 -0.7
H 0.0 -0.6 1.2
H 0.5 1.2 0.4
H 0.3 0.0 0.1
H -0.9 2.2 -0.3